The following is a DFT calculation (ωB97M-V with the def2-TZVPD basis set) of 11 unconnected molecules or ions with the total composition C22H66O11S11.

```
110
Properties=species:S:1:pos:R:3
C -3.49 3.45 -1.12
S -3.62 4.33 0.41
O -3.12 3.35 1.45
C -2.37 5.58 0.23
H -3.83 3.96 -1.90
H -3.95 2.60 -1.07
H -2.35 3.18 -1.31
H -1.88 5.85 1.08
H -3.00 6.49 -0.07
H -1.43 5.19 -0.20
C -0.72 1.10 6.07
S 0.21 -0.30 6.60
O -0.63 -1.34 5.85
C 1.64 -0.19 5.77
H -1.50 1.25 6.55
H -0.84 1.45 4.98
H -0.27 1.97 6.42
H 2.27 0.65 6.09
H 1.56 -0.23 4.75
H 2.22 -1.08 6.23
C 2.54 5.72 4.19
S 1.85 5.47 2.47
O 3.00 4.80 1.71
C 0.57 4.43 2.90
H 3.24 6.57 4.25
H 3.10 4.88 4.29
H 1.71 5.86 4.92
H 0.03 3.85 2.19
H -0.38 4.92 3.21
H 1.04 3.87 3.54
C -3.71 -6.23 2.76
S -2.38 -5.35 1.94
O -1.53 -6.41 1.23
C -3.37 -4.62 0.60
H -3.38 -6.71 3.68
H -4.30 -7.09 2.18
H -4.46 -5.52 3.01
H -4.15 -3.90 0.93
H -3.92 -5.52 0.33
H -2.63 -4.05 -0.07
C -0.41 0.59 1.24
S -0.07 -0.58 0.01
O -1.09 -1.75 0.06
C -0.37 0.35 -1.48
H 0.22 1.45 0.95
H 0.21 0.56 2.21
H -1.48 0.85 1.34
H 0.24 1.40 -1.61
H -1.43 0.75 -1.60
H 0.05 -0.27 -2.41
C -0.56 -3.63 -3.61
S -1.37 -4.53 -2.36
O -1.74 -5.95 -2.94
C 0.11 -4.83 -1.43
H -1.42 -3.67 -4.55
H 0.30 -4.19 -4.18
H -0.38 -2.73 -3.41
H -0.18 -5.51 -0.76
H 0.28 -3.82 -1.00
H 0.97 -5.14 -1.68
C 4.17 1.66 -4.76
S 3.21 2.87 -3.75
O 3.50 4.16 -4.53
C 1.63 2.35 -4.33
H 3.90 1.71 -5.89
H 4.10 0.73 -4.32
H 5.31 1.85 -4.42
H 1.44 1.32 -3.91
H 1.55 2.33 -5.41
H 0.83 2.96 -4.10
C 5.40 -2.18 -2.08
S 3.63 -2.64 -2.24
O 2.79 -1.33 -2.22
C 3.60 -3.21 -3.98
H 5.87 -1.82 -1.10
H 5.68 -1.64 -3.02
H 5.90 -2.98 -2.01
H 2.56 -3.34 -3.97
H 4.25 -4.00 -3.87
H 3.75 -2.66 -4.80
C -3.11 1.47 -6.70
S -3.41 0.21 -5.44
O -2.27 -0.67 -5.55
C -3.06 1.29 -4.18
H -3.19 0.94 -7.74
H -2.03 1.64 -6.62
H -3.79 2.37 -6.44
H -3.42 0.65 -3.14
H -3.59 2.27 -4.13
H -1.99 1.79 -4.03
C 5.18 -0.04 2.83
S 4.29 -0.89 1.59
O 2.80 -0.94 2.13
C 4.42 0.41 0.38
H 6.09 -0.07 2.41
H 5.20 -0.51 3.60
H 4.70 0.86 3.19
H 5.35 0.58 -0.04
H 4.01 1.36 0.75
H 3.64 0.26 -0.35
C -3.57 -0.64 4.44
S -3.27 -2.02 3.26
O -4.32 -2.98 3.75
C -4.09 -1.13 1.90
H -3.18 0.42 3.97
H -2.89 -0.83 5.32
H -4.53 -0.57 4.70
H -3.65 -1.55 1.06
H -3.96 0.01 1.92
H -5.08 -1.41 2.07
```

The calculation puts the energy above the lowest of the compared OMol25 structures with the same formula, charge and spin at 15.902 eV. As for the total charge: 0. The calculation puts the molecular weight at 859.496 g mol⁻¹. As for the spin multiplicity: 1. The orbital gap is 7.699 eV.


The following is a DFT calculation (ωB97M-V with the def2-TZVPD basis set) of 11 unconnected molecules or ions with the total composition C22H66O11S8.

```
107
Properties=species:S:1:pos:R:3
C -0.90 -5.04 1.24
C -1.59 -5.15 -0.13
O -0.53 -5.07 -1.09
H -1.52 -5.14 2.16
H -0.14 -4.41 1.39
H -0.42 -5.97 1.26
H -2.27 -4.35 -0.37
H -2.29 -5.84 -0.18
H 0.05 -4.46 -1.08
C -1.92 1.31 3.98
C -0.70 2.11 3.98
O -0.27 2.25 5.28
H -1.74 0.30 4.38
H -2.44 1.20 2.89
H -2.54 1.90 4.54
H -1.03 3.23 3.88
H 0.07 1.92 3.14
H -0.39 3.14 5.65
C 1.59 4.43 -1.43
C 0.76 3.90 -0.45
O -0.64 3.92 -1.04
H 2.46 4.54 -0.93
H 1.37 5.42 -1.57
H 1.73 4.07 -2.42
H 0.78 4.46 0.59
H 1.04 2.96 -0.25
H -0.32 3.22 -1.75
C -3.17 2.88 0.55
S -3.24 1.79 -0.85
O -3.17 0.40 -0.42
C -4.83 2.24 -1.44
H -2.33 2.74 0.99
H -3.94 2.34 1.14
H -3.55 3.90 0.51
H -4.89 3.24 -1.39
H -5.61 1.91 -0.63
H -5.04 1.82 -2.40
C 6.24 -0.58 0.99
S 5.46 -2.11 0.55
O 3.97 -1.92 0.20
C 6.35 -2.40 -1.08
H 6.12 0.19 0.14
H 7.26 -0.71 1.33
H 5.44 -0.21 1.75
H 6.18 -3.48 -1.44
H 7.34 -2.53 -0.80
H 6.09 -1.63 -1.74
C 3.45 0.11 4.44
S 3.14 -1.09 3.11
O 3.95 -2.25 3.66
C 1.55 -1.52 3.49
H 2.65 0.53 4.82
H 3.95 0.79 3.92
H 4.03 -0.41 5.15
H 1.17 -0.55 3.54
H 1.47 -1.97 4.54
H 1.10 -2.44 2.81
C -0.21 0.07 -4.38
S -0.73 1.76 -4.54
O -0.85 2.19 -3.08
C 0.77 2.42 -5.14
H -0.97 -0.55 -3.99
H 0.68 -0.09 -3.69
H 0.16 -0.53 -5.16
H 0.57 3.28 -5.59
H 0.91 1.83 -5.99
H 1.58 2.16 -4.34
C 4.42 2.14 -1.40
S 5.41 3.50 -0.88
O 6.55 2.91 -0.04
C 6.17 4.06 -2.37
H 3.57 2.36 -2.32
H 4.00 1.75 -0.53
H 5.06 1.19 -1.69
H 5.47 4.77 -2.91
H 6.28 3.10 -3.04
H 7.04 4.61 -2.25
C -4.45 -0.76 1.98
S -5.12 -1.99 3.14
O -6.59 -1.56 3.19
C -4.86 -3.49 2.20
H -3.34 -0.80 2.10
H -4.90 0.22 2.43
H -4.65 -1.28 1.03
H -3.80 -3.48 1.89
H -5.58 -3.33 1.32
H -4.98 -4.39 2.90
C -5.45 -1.29 -3.15
S -4.55 -2.18 -1.79
O -5.35 -3.46 -1.87
C -2.91 -2.46 -2.64
H -6.33 -1.10 -2.82
H -5.69 -2.19 -3.96
H -4.98 -0.39 -3.89
H -2.33 -1.54 -2.89
H -3.07 -2.82 -3.55
H -2.42 -3.25 -2.14
C 1.09 -0.18 0.01
S -0.39 -0.95 -0.73
O 0.07 -2.25 -1.38
C -0.96 -1.36 0.87
H 0.74 0.49 0.77
H 1.53 0.41 -0.91
H 1.56 -1.05 0.40
H -0.30 -1.94 1.46
H -1.82 -2.04 0.77
H -1.39 -0.40 1.44
```

The calculation puts the energy above the lowest of the compared OMol25 structures with the same formula, charge and spin at 0.000 eV. As for the total charge: 0. The calculation puts the molecular weight at 763.295 g mol⁻¹. As for the spin multiplicity: 1. The orbital gap is 8.159 eV.


The following is a DFT calculation (ωB97M-V with the def2-TZVPD basis set) of 11 unconnected molecules or ions with the total composition C22H66O17.

```
105
Properties=species:S:1:pos:R:3
C 4.45 -3.43 2.77
C 3.19 -3.41 1.97
O 2.29 -4.48 2.26
O 4.13 -3.56 4.16
H 5.02 -2.52 2.57
H 5.07 -4.28 2.50
H 3.47 -3.51 0.92
H 2.67 -2.47 2.15
H 1.49 -4.48 1.73
H 3.38 -4.15 4.13
C 2.91 -1.84 -3.96
C 2.93 -1.43 -2.48
O 3.36 -2.57 -1.64
O 4.16 -2.22 -4.51
H 2.40 -1.08 -4.55
H 2.19 -2.66 -3.99
H 2.00 -0.92 -2.23
H 3.71 -0.68 -2.32
H 4.30 -2.53 -1.50
H 4.79 -1.52 -4.30
C -0.59 -5.57 -0.02
C -0.98 -4.03 0.17
O 0.11 -3.46 0.87
O -0.24 -6.23 1.19
H 0.14 -5.76 -0.81
H -1.45 -6.12 -0.39
H -1.90 -3.89 0.73
H -1.11 -3.72 -0.87
H -0.03 -2.52 0.75
H 0.02 -7.12 0.93
C -0.44 4.97 0.47
C -0.49 6.05 -0.57
O -0.29 7.29 0.04
O -0.47 3.68 -0.14
H -1.35 5.11 1.07
H 0.30 5.14 1.26
H -1.34 6.03 -1.25
H 0.34 5.85 -1.25
H 0.67 7.32 0.05
H -1.33 3.26 -0.07
C -5.36 0.03 -1.34
C -4.75 -1.09 -0.41
O -4.61 -2.32 -1.01
O -6.60 -0.29 -1.92
H -4.64 0.24 -2.13
H -5.44 0.97 -0.81
H -5.44 -1.19 0.43
H -3.80 -0.79 0.02
H -4.48 -3.05 -0.40
H -6.64 -1.25 -2.04
C 3.69 2.46 3.67
C 2.30 1.77 3.82
O 1.86 1.70 5.20
O 4.73 1.47 3.92
H 3.74 3.25 4.41
H 3.92 2.90 2.70
H 2.38 0.76 3.43
H 1.58 2.32 3.22
H 2.55 1.24 5.68
H 4.42 1.08 4.74
C 0.36 -1.42 4.11
C -1.16 -1.56 3.88
O -1.76 -2.68 4.45
H 0.88 -0.92 3.30
H 0.85 -2.36 4.38
H 0.59 -0.79 4.97
H -1.38 -1.60 2.81
H -1.67 -0.66 4.23
H -1.23 -3.42 4.16
C -3.86 3.20 -2.87
C -3.83 3.48 -1.39
O -3.10 2.52 -0.72
H -2.85 3.30 -3.28
H -4.55 3.87 -3.38
H -4.26 2.20 -3.06
H -4.77 3.41 -0.85
H -3.43 4.46 -1.15
H -3.75 2.11 -0.14
C -0.99 -1.45 -3.36
C -1.94 -0.26 -3.23
O -1.73 0.28 -1.99
H -1.20 -2.24 -2.65
H 0.06 -1.22 -3.17
H -0.92 -1.89 -4.35
H -2.95 -0.67 -3.22
H -1.82 0.49 -4.01
H -2.30 1.05 -1.92
C 1.52 2.22 -2.88
C 1.74 3.73 -2.76
O 1.91 4.07 -1.43
H 1.08 1.90 -3.82
H 0.77 1.83 -2.19
H 2.48 1.71 -2.76
H 0.78 4.16 -3.06
H 2.55 4.17 -3.34
H 1.10 3.94 -0.94
C 1.12 0.44 0.46
C -0.31 0.32 0.90
O -0.84 -0.79 0.23
H 1.71 -0.34 0.95
H 1.50 1.42 0.76
H 1.25 0.28 -0.61
H -0.84 1.22 0.58
H -0.40 0.30 1.98
H -1.22 -0.52 -0.61
```

The calculation puts the energy above the lowest of the compared OMol25 structures with the same formula, charge and spin at 2.663 eV. Its SMILES is OCCO.OCCO.OCCO.OCCO.OCCO.OCCO.CCO.CCO.CCO.CCO.CCO. As for the total charge: 0. The calculation puts the molecular weight at 602.753 g mol⁻¹. As for the spin multiplicity: 1. The orbital gap is 9.585 eV.


The following is a DFT calculation (ωB97M-V with the def2-TZVPD basis set) of a molecular structure, C22H67F3N15O13Y.

```
121
Properties=species:S:1:pos:R:3
Y -28.58 12.20 34.73
C -30.24 10.20 32.35
O -31.58 9.97 32.62
O -29.55 10.58 33.51
C -29.54 9.10 31.58
F -30.27 8.76 30.51
F -28.36 9.58 31.11
F -29.29 8.01 32.28
C -32.67 10.67 32.00
C -32.96 10.29 30.57
H -33.80 10.89 30.22
H -32.14 10.52 29.89
H -33.29 9.26 30.39
H -32.60 11.75 32.13
H -33.49 10.25 32.59
H -30.21 11.11 31.71
C -22.06 9.88 31.32
C -21.98 8.36 31.40
C -23.20 7.65 30.87
O -24.35 7.97 31.67
C -25.53 7.31 31.23
N -20.83 7.86 30.61
H -21.08 10.34 31.46
H -22.70 10.29 32.11
H -22.52 10.23 30.39
H -21.84 8.04 32.44
H -23.04 6.57 30.90
H -23.41 7.91 29.82
H -26.40 7.81 31.66
H -25.60 6.26 31.49
H -25.68 7.37 30.14
H -20.99 8.13 29.64
H -19.99 8.36 30.87
C -36.55 14.38 33.26
C -36.89 13.13 34.07
C -36.55 11.80 33.42
O -37.44 11.56 32.37
C -37.12 10.35 31.71
N -36.23 13.21 35.37
H -35.47 14.57 33.27
H -37.07 15.20 33.76
H -36.82 14.27 32.21
H -37.99 13.17 34.10
H -36.61 11.04 34.21
H -35.53 11.78 33.03
H -36.07 10.25 31.43
H -37.72 10.24 30.81
H -37.43 9.52 32.35
H -36.41 12.40 35.96
H -36.58 14.02 35.87
C -29.03 4.24 33.61
C -30.03 3.11 33.68
C -31.37 3.59 34.18
O -31.21 3.85 35.56
C -32.43 3.96 36.23
N -30.21 2.38 32.41
H -28.17 3.85 33.06
H -28.72 4.58 34.60
H -29.44 5.13 33.13
H -29.63 2.40 34.41
H -32.21 2.91 34.01
H -31.62 4.53 33.66
H -32.92 2.98 36.23
H -33.16 4.66 35.80
H -32.27 4.25 37.27
H -30.64 1.50 32.68
H -29.29 2.14 32.05
O -30.44 5.93 30.27
H -30.68 5.80 29.34
H -30.16 6.85 30.34
O -30.20 13.47 33.53
H -30.36 13.44 32.53
H -31.03 13.82 33.91
C -34.08 9.15 35.02
O -35.14 8.84 35.53
N -33.59 10.45 35.15
N -33.25 8.30 34.33
H -32.70 10.65 34.73
H -34.08 11.14 35.67
H -33.61 7.37 34.24
H -32.52 8.71 33.77
C -36.75 13.34 28.30
O -36.29 13.16 27.18
N -37.84 14.16 28.55
N -36.24 12.68 29.42
H -38.34 14.09 29.41
H -38.33 14.51 27.74
H -36.73 12.75 30.30
H -35.46 12.08 29.22
C -35.64 8.53 28.43
O -36.07 7.53 28.96
N -36.45 9.59 28.05
N -34.35 8.57 27.92
H -36.03 10.26 27.43
H -37.43 9.53 28.26
H -33.81 7.73 27.98
H -33.98 9.42 27.53
C -25.82 11.04 28.73
O -25.59 9.88 28.48
N -24.95 12.08 28.49
N -27.02 11.41 29.35
H -25.21 13.03 28.65
H -24.01 11.91 28.20
H -27.16 12.37 29.57
H -27.58 10.63 29.65
C -25.80 10.37 33.65
O -26.50 11.31 34.23
N -25.55 10.38 32.34
N -25.45 9.26 34.31
H -26.09 10.99 31.76
H -24.95 9.61 32.04
H -25.71 9.16 35.28
H -25.02 8.49 33.81
C -31.06 15.16 30.90
O -30.66 13.96 30.89
N -32.13 15.60 30.20
N -30.43 16.05 31.72
H -32.30 16.58 30.13
H -32.71 14.94 29.69
H -30.75 16.98 31.87
H -29.88 15.49 32.32
```

As for the total charge: +2. The calculation puts the molecular weight at 895.770 g mol⁻¹. As for the spin multiplicity: 1. The orbital gap is 3.096 eV.